{
  "formula": "C52H91N13",
  "method": "wB97M-V/def2-TZVPD",
  "symbols": ["C", "C", "C", "C", "N", "H", "H", "H", "H", "H", "H", "H", "C", "C", "C", "C", "N", "H", "H", "H", "H", "H", "H", "H", "C", "C", "C", "C", "N", "H", "H", "H", "H", "H", "H", "H", "C", "C", "C", "C", "N", "H", "H", "H", "H", "H", "H", "H", "C", "C", "C", "C", "N", "H", "H", "H", "H", "H", "H", "H", "C", "C", "C", "C", "N", "H", "H", "H", "H", "H", "H", "H", "C", "C", "C", "C", "N", "H", "H", "H", "H", "H", "H", "H", "C", "C", "C", "C", "N", "H", "H", "H", "H", "H", "H", "H", "C", "C", "C", "C", "N", "H", "H", "H", "H", "H", "H", "H", "C", "C", "C", "C", "N", "H", "H", "H", "H", "H", "H", "H", "C", "C", "C", "C", "N", "H", "H", "H", "H", "H", "H", "H", "C", "C", "C", "C", "N", "H", "H", "H", "H", "H", "H", "H", "C", "C", "C", "C", "N", "H", "H", "H", "H", "H", "H", "H"],
  "positions_angstrom": [[-3.371, 1.735, -3.166], [-2.888, 1.107, -4.468], [-3.481, 1.725, -5.771], [-2.888, 1.151, -7.062], [-2.464, 0.752, -8.027], [-3.289, 2.821, -3.111], [-3.038, 1.178, -2.291], [-4.447, 1.563, -3.188], [-3.143, 0.047, -4.485], [-1.798, 1.147, -4.480], [-3.332, 2.800, -5.663], [-4.560, 1.569, -5.768], [3.848, -1.694, -0.144], [4.819, -0.974, 0.691], [4.207, -0.476, 2.032], [3.613, -1.473, 2.987], [3.118, -2.228, 3.694], [2.927, -1.149, -0.350], [3.465, -2.608, 0.310], [4.238, -1.966, -1.125], [5.268, -0.145, 0.144], [5.652, -1.667, 0.807], [3.560, 0.383, 1.857], [4.980, 0.036, 2.606], [-0.876, 6.319, -0.560], [-1.864, 6.819, 0.519], [-2.638, 8.087, 0.142], [-3.043, 8.121, -1.278], [-3.324, 8.192, -2.401], [-0.622, 5.284, -0.329], [0.031, 6.923, -0.572], [-1.324, 6.496, -1.538], [-1.227, 6.994, 1.386], [-2.476, 5.950, 0.762], [-2.018, 8.977, 0.257], [-3.486, 8.158, 0.823], [6.985, 2.474, 3.197], [7.526, 3.813, 2.677], [7.000, 5.008, 3.553], [5.589, 4.943, 3.758], [4.458, 4.866, 4.038], [7.333, 2.198, 4.192], [7.373, 1.718, 2.515], [5.952, 2.185, 3.394], [7.238, 4.020, 1.646], [8.614, 3.805, 2.744], [7.186, 5.841, 2.875], [7.525, 5.153, 4.497], [0.925, 1.476, -3.468], [0.897, 0.120, -4.299], [2.394, -0.215, -4.682], [3.082, 0.880, -5.419], [3.601, 1.772, -5.957], [-0.090, 1.765, -3.194], [1.223, 2.271, -4.151], [1.527, 1.574, -2.564], [0.336, 0.136, -5.233], [0.650, -0.749, -3.689], [2.484, -1.059, -5.365], [3.031, -0.345, -3.807], [4.019, -4.926, -0.805], [5.421, -5.092, -0.136], [6.387, -5.697, -1.177], [7.790, -5.776, -0.626], [8.903, -5.878, -0.282], [3.643, -5.847, -1.251], [4.089, -4.198, -1.613], [3.247, -4.670, -0.079], [5.460, -5.846, 0.650], [5.831, -4.117, 0.128], [6.515, -5.093, -2.075], [6.068, -6.732, -1.299], [4.397, 3.626, -1.990], [3.404, 4.846, -2.189], [3.125, 5.551, -0.824], [4.304, 6.006, -0.028], [5.222, 6.398, 0.609], [4.030, 2.928, -1.238], [5.372, 4.000, -1.676], [4.534, 3.054, -2.907], [2.460, 4.609, -2.681], [3.945, 5.536, -2.836], [2.593, 4.750, -0.311], [2.453, 6.405, -0.906], [-4.568, -1.895, -2.641], [-5.446, -2.730, -3.708], [-6.861, -2.301, -3.834], [-7.594, -2.167, -2.600], [-8.182, -2.012, -1.588], [-4.093, -1.040, -3.122], [-3.690, -2.500, -2.415], [-5.037, -1.687, -1.679], [-5.477, -3.757, -3.343], [-4.947, -2.916, -4.660], [-7.398, -3.016, -4.457], [-6.817, -1.310, -4.286], [-5.522, -4.420, 1.586], [-6.436, -3.305, 1.287], [-6.190, -2.089, 2.135], [-5.026, -1.260, 1.680], [-4.087, -0.611, 1.452], [-4.481, -4.154, 1.399], [-5.735, -5.297, 0.976], [-5.542, -4.673, 2.646], [-7.512, -3.474, 1.323], [-6.314, -2.959, 0.261], [-5.940, -2.410, 3.146], [-7.006, -1.374, 2.236], [-0.226, -0.053, -0.521], [0.011, -0.459, 0.920], [-0.056, 0.747, 1.879], [0.880, 1.787, 1.449], [1.711, 2.574, 1.158], [-0.294, -0.957, -1.126], [0.597, 0.542, -0.919], [-1.124, 0.555, -0.629], [0.901, -1.063, 1.098], [-0.854, -1.078, 1.156], [0.185, 0.472, 2.906], [-1.088, 1.081, 1.982], [-4.643, 2.615, 4.336], [-4.830, 1.108, 4.353], [-4.331, 0.564, 5.687], [-5.013, 1.227, 6.850], [-5.512, 1.740, 7.776], [-5.225, 3.099, 5.119], [-4.934, 2.973, 3.348], [-3.638, 2.986, 4.541], [-4.243, 0.735, 3.513], [-5.898, 0.917, 4.248], [-3.275, 0.833, 5.706], [-4.418, -0.502, 5.900], [-1.185, -5.840, -1.842], [-0.932, -4.481, -1.155], [0.520, -4.113, -1.277], [0.895, -3.699, -2.607], [1.146, -3.341, -3.677], [-0.686, -6.685, -1.368], [-0.879, -5.750, -2.885], [-2.221, -6.179, -1.843], [-1.361, -4.512, -0.154], [-1.416, -3.588, -1.551], [1.122, -4.959, -0.945], [0.816, -3.357, -0.550], [-0.594, -2.016, 4.812], [-1.101, -3.441, 4.716], [0.005, -4.426, 4.330], [0.485, -4.175, 2.988], [0.942, -3.990, 1.918], [0.037, -1.859, 5.687], [-1.409, -1.314, 4.989], [-0.103, -1.790, 3.866], [-1.928, -3.434, 4.005], [-1.488, -3.665, 5.710], [-0.373, -5.442, 4.217], [0.742, -4.468, 5.131]],
  "lowdin_charge": [-0.10, -0.27, -0.15, -0.21, 0.13, 0.08, 0.06, 0.07, 0.08, 0.08, 0.11, 0.11, -0.14, -0.24, -0.15, -0.19, 0.15, 0.07, 0.05, 0.08, 0.11, 0.10, 0.10, 0.09, -0.10, -0.25, -0.18, -0.24, 0.14, 0.07, 0.06, 0.05, 0.11, 0.10, 0.12, 0.11, -0.13, -0.22, -0.20, -0.27, 0.14, 0.07, 0.06, 0.06, 0.10, 0.11, 0.10, 0.12, -0.10, -0.19, -0.19, -0.24, 0.13, 0.05, 0.06, 0.06, 0.10, 0.06, 0.11, 0.11, -0.12, -0.23, -0.19, -0.22, 0.12, 0.07, 0.07, 0.04, 0.11, 0.10, 0.12, 0.12, -0.09, -0.22, -0.19, -0.19, 0.13, 0.05, 0.06, 0.06, 0.09, 0.10, 0.08, 0.10, -0.05, -0.23, -0.22, -0.21, 0.15, 0.03, 0.05, 0.06, 0.10, 0.11, 0.13, 0.13, -0.11, -0.30, -0.18, -0.20, 0.14, 0.07, 0.08, 0.08, 0.12, 0.08, 0.11, 0.12, -0.10, -0.26, -0.18, -0.20, 0.16, 0.06, 0.04, 0.08, 0.08, 0.10, 0.11, 0.12, -0.12, -0.27, -0.19, -0.22, 0.14, 0.07, 0.08, 0.08, 0.07, 0.11, 0.11, 0.11, -0.09, -0.25, -0.24, -0.22, 0.17, 0.08, 0.07, 0.07, 0.10, 0.09, 0.10, 0.08, -0.11, -0.26, -0.18, -0.21, 0.18, 0.08, 0.06, 0.05, 0.11, 0.11, 0.12, 0.13],
  "largest_force_ha_per_bohr": 0.097,
  "e_homo_ev": -10.915,
  "gap_ev": 10.813
}